Record 1
Computed, not measured: a molecular structure, C20H48F6LiO13S2V in a non-equilibrium geometry, with ωB97M-V/def2-TZVPD.

Its HOMO energy (spin up / spin down) is -11.299 / -11.299 eV. As for the lowest unoccupied orbital energy (spin up / spin down): -6.60 / -6.02 eV. As for the spin multiplicity: 2. The expectation value of S² is 0.803. As for the net charge: +1. The energy is -4115.8512 hartree.

Last column: Löwdin spin population.
Cartesian coordinates (Å):
O -8.882 18.073 -18.500  -0.293
V -10.009 17.498 -17.532  1.262
Li -12.127 13.220 -16.366  0.000
C -7.795 13.759 -15.743  0.000
F -8.116 14.291 -14.567  0.000
F -6.620 14.199 -16.122  0.000
F -7.788 12.451 -15.602  0.000
S -9.019 14.233 -17.069  0.003
O -8.384 13.852 -18.319  0.001
O -10.275 13.525 -16.789  0.001
O -9.159 15.702 -16.999  0.018
C -12.089 16.708 -13.511  0.000
F -11.056 16.000 -13.092  0.000
F -13.132 16.506 -12.764  0.000
F -11.761 17.986 -13.477  0.000
S -12.490 16.232 -15.268  0.001
O -13.746 16.841 -15.591  0.000
O -11.360 16.773 -16.057  0.001
O -12.445 14.769 -15.312  0.000
C -6.108 9.403 -14.209  0.000
C -6.207 9.281 -12.708  0.000
O -4.982 8.858 -12.161  0.000
C -5.087 8.108 -10.966  0.000
C -3.660 7.850 -10.477  0.000
H -5.837 8.490 -14.756  0.000
H -7.050 9.773 -14.611  0.000
H -5.225 9.939 -14.580  0.000
H -6.540 10.231 -12.277  0.000
H -6.975 8.532 -12.482  0.000
H -5.568 8.746 -10.206  0.000
H -5.755 7.257 -11.141  0.000
H -3.212 7.035 -11.047  0.000
H -3.581 7.792 -9.396  0.000
H -3.063 8.707 -10.796  0.000
C -4.082 15.725 -16.328  0.000
C -3.405 17.069 -16.165  0.000
O -4.108 18.089 -15.521  0.000
C -4.531 17.798 -14.196  0.000
C -5.095 19.036 -13.524  0.000
H -5.005 15.806 -16.901  0.000
H -3.424 15.081 -16.918  0.000
H -4.199 15.186 -15.387  0.000
H -2.416 16.890 -15.708  0.000
H -3.060 17.454 -17.128  0.000
H -5.416 17.162 -14.355  0.000
H -3.752 17.267 -13.646  0.000
H -5.449 18.840 -12.512  0.000
H -5.907 19.465 -14.114  0.000
H -4.366 19.844 -13.420  0.000
C -6.762 10.651 -18.505  0.000
C -7.678 10.425 -19.697  0.000
C -8.221 9.036 -19.837  0.000
O -8.823 11.310 -19.603  0.000
H -6.342 11.656 -18.578  0.000
H -5.954 9.922 -18.600  0.000
H -7.299 10.582 -17.558  0.000
H -7.036 10.748 -20.528  0.000
H -7.468 8.270 -20.037  0.000
H -8.967 8.974 -20.628  0.000
H -8.676 8.710 -18.896  0.000
H -8.549 12.081 -19.084  0.000
C -11.217 10.495 -13.610  0.000
C -10.807 11.127 -14.941  0.000
C -9.995 10.169 -15.774  0.000
O -12.046 11.436 -15.669  0.000
H -10.276 10.201 -13.140  0.000
H -11.894 9.672 -13.846  0.000
H -11.802 11.144 -12.958  0.000
H -10.175 11.982 -14.695  0.000
H -9.986 10.481 -16.825  0.000
H -10.302 9.121 -15.719  0.000
H -8.937 10.180 -15.507  0.000
H -12.074 10.672 -16.260  0.000
C -8.304 14.442 -21.697  0.000
C -7.425 15.532 -21.134  0.000
O -6.597 15.113 -20.064  0.000
H -9.104 14.080 -21.044  0.000
H -7.730 13.563 -21.986  0.000
H -8.850 14.820 -22.567  0.000
H -7.912 16.493 -20.909  0.000
H -6.713 15.826 -21.914  0.000
H -7.141 14.703 -19.373  0.000
C -8.699 19.136 -13.536  0.000
C -8.444 17.992 -14.519  0.001
O -8.784 18.367 -15.854  0.008
H -7.912 19.890 -13.581  0.000
H -8.706 18.739 -12.522  0.000
H -9.651 19.594 -13.806  0.000
H -9.049 17.125 -14.262  0.000
H -7.381 17.737 -14.469  0.001
H -8.211 19.094 -16.144  0.000

Forces on the atoms, in the same order (eV/Å):
O -3.118 -0.990 1.521
V 4.271 -0.841 1.545
Li 0.184 -0.008 0.322
C -0.351 0.446 0.309
F -0.204 0.286 -0.051
F 0.216 -0.029 -0.044
F 0.003 -0.258 -0.332
S -1.264 -1.809 -1.963
O -0.386 0.094 1.349
O 1.551 0.955 0.002
O -0.156 1.575 0.120
C 0.180 -0.081 -0.997
F 0.360 -0.382 0.259
F -0.540 -0.312 0.456
F 0.135 0.629 -0.078
S -1.870 -1.256 -0.269
O 0.759 -0.103 0.286
O 1.193 1.436 -1.237
O -0.003 0.975 0.295
C 0.988 -0.432 -0.962
C -0.035 -0.664 -0.153
O 0.194 0.107 -0.570
C 0.034 1.120 0.704
C -0.157 0.172 -1.133
H -0.762 -0.569 0.654
H 0.200 0.228 -0.158
H -0.437 1.023 0.555
H 0.100 0.093 0.161
H -0.126 0.048 0.077
H -0.177 -0.143 -0.054
H 0.396 -0.296 0.151
H -0.007 -0.370 0.554
H -0.017 -0.508 -0.020
H -0.170 0.200 0.194
C 0.178 -0.106 -0.336
C 1.630 -0.528 -0.371
O -0.108 0.844 0.289
C -1.190 -0.201 -0.927
C 0.763 0.679 0.007
H -0.146 -0.018 0.247
H 0.060 0.136 -0.082
H -0.366 0.198 0.058
H -0.271 0.063 0.614
H -0.688 0.165 -0.151
H 0.343 -0.648 0.598
H -0.017 0.113 0.197
H -0.127 -0.282 -0.062
H 0.019 -0.183 -0.031
H 0.162 -0.167 -0.107
C -0.092 -0.191 -0.299
C -0.034 1.200 0.321
C 0.025 -0.777 0.186
O 0.398 -0.203 0.141
H 0.125 -0.010 0.055
H 0.074 0.108 0.479
H 0.076 -0.333 0.100
H -0.505 -0.347 -0.456
H 0.224 0.293 -0.177
H -0.027 0.103 0.017
H -0.203 0.226 -0.033
H -0.121 -0.171 -0.372
C 0.004 0.107 -0.636
C -0.417 -0.842 1.217
C 0.832 -0.093 -0.666
O 0.906 0.193 -0.169
H -0.376 -0.355 0.358
H 0.412 -0.379 0.238
H 0.297 0.337 -0.047
H -0.608 0.580 -0.576
H -0.127 -0.016 -0.008
H -0.321 0.145 0.092
H -0.144 0.014 0.266
H -0.598 0.269 -0.158
C -0.950 0.030 -0.120
C 0.992 0.260 -0.448
O -0.135 -0.062 0.454
H 0.246 0.119 0.364
H 0.152 0.110 -0.053
H 0.265 -0.029 -0.154
H -0.507 -0.346 0.231
H -0.053 -0.132 -0.016
H 0.153 0.163 -0.409
C -0.056 -0.193 -0.667
C 0.377 0.016 1.567
O -0.924 0.184 -1.824
H -0.099 -0.010 -0.085
H -0.186 0.052 0.020
H -0.072 0.053 0.415
H 0.040 0.010 -0.226
H -0.238 -0.282 -0.320
H -0.027 -0.199 -0.037

---

Record 2
Computed, not measured: 2 unconnected molecules or ions with the total composition C4H8O3, with ωB97M-V/def2-TZVPD.

The value obtained for the energy relative to the best compared isomer or geometry (same formula, charge and spin) is 66.4 kcal/mol. Its structure (SMILES) is C[C@@H](O)C(=O)C=O.[H][H]. Its HOMO energy is -9.632 eV. As for the lowest unoccupied orbital energy: -0.29 eV. As for the net charge: 0. The energy is -382.8590 hartree.

Last column: natural (NBO) charge in e.
Cartesian coordinates (Å):
C -0.940 0.669 -0.997  -0.632
C -0.396 -0.658 -0.499  0.000
O 0.203 -1.320 -1.607  -0.704
C 0.694 -0.502 0.559  0.466
O 0.737 -1.172 1.564  -0.477
C 1.809 0.508 0.259  0.328
O 2.267 1.205 1.128  -0.455
H -1.706 0.484 -1.755  0.233
H -1.381 1.244 -0.176  0.227
H -0.146 1.264 -1.463  0.216
H -1.195 -1.262 -0.048  0.189
H 0.367 -2.237 -1.351  0.480
H 2.163 0.561 -0.788  0.133
H -1.385 0.949 2.577  -0.011
H -1.090 0.268 2.597  0.008

Forces on the atoms, in the same order (eV/Å):
C 0.000 0.046 0.012
C -0.174 0.170 0.177
O 0.057 -0.268 0.014
C -0.035 -0.319 0.412
O -0.039 0.306 -0.499
C 0.282 0.280 0.307
O -0.192 -0.290 -0.400
H 0.100 0.023 0.133
H 0.082 -0.104 -0.138
H -0.117 -0.074 0.086
H 0.127 0.056 -0.099
H 0.013 0.113 -0.118
H -0.044 0.018 0.069
H -0.022 -0.007 0.013
H -0.037 0.051 0.031

---

Record 3
Computed, not measured: a molecular structure, C17H25Br2N5Ti, with ωB97M-V/def2-TZVPD.

The value obtained for the energy relative to the best compared isomer or geometry (same formula, charge and spin) is 0.0 kcal/mol. Its HOMO energy is -15.459 eV. As for the lowest unoccupied orbital energy: -6.92 eV. As for the net charge: +2. The energy is -6933.6688 hartree.

Last column: natural (NBO) charge in e.
Cartesian coordinates (Å):
Ti -0.220 0.436 0.112  1.584
N -2.039 1.501 0.813  -0.852
C -2.673 2.481 -0.115  -0.224
C -1.737 3.640 -0.423  -0.438
C -0.473 3.279 -1.188  -0.226
N 0.477 2.476 -0.357  -0.856
H -2.743 0.846 1.146  0.410
H -1.740 1.984 1.659  0.411
H -3.594 2.867 0.322  0.233
H -2.942 1.956 -1.034  0.205
H -1.472 4.162 0.503  0.219
H -2.292 4.363 -1.023  0.267
H 0.019 4.192 -1.523  0.236
H -0.718 2.696 -2.080  0.205
H 0.681 2.984 0.503  0.411
H 1.370 2.426 -0.844  0.411
Br 4.253 -2.736 -3.895  0.218
C 3.039 -1.797 -2.844  -0.021
C 3.466 -0.741 -2.048  -0.251
C 2.527 -0.094 -1.277  0.090
N 1.226 -0.419 -1.274  -0.530
C 0.818 -1.452 -2.036  0.198
C 1.700 -2.166 -2.824  -0.231
C -0.617 -1.815 -1.905  0.191
C -1.232 -2.732 -2.734  -0.231
C -2.560 -3.069 -2.504  -0.020
Br -3.417 -4.300 -3.604  0.220
C -3.237 -2.478 -1.446  -0.253
C -2.558 -1.557 -0.678  0.096
N -1.282 -1.210 -0.896  -0.546
H 4.504 -0.445 -2.019  0.269
H 2.829 0.706 -0.612  0.216
H 1.375 -3.013 -3.409  0.255
H -0.699 -3.188 -3.555  0.255
H -4.265 -2.729 -1.227  0.269
H -3.061 -1.091 0.158  0.206
C 2.416 0.385 2.911  -0.598
C 1.067 -0.330 2.816  0.053
C 1.261 -1.848 2.841  -0.601
C 0.144 0.116 3.951  -0.601
N 0.445 0.033 1.553  -0.631
H 2.906 0.133 3.850  0.242
H 2.282 1.468 2.877  0.207
H 3.073 0.079 2.094  0.207
H 1.731 -2.153 3.775  0.238
H 1.900 -2.164 2.014  0.211
H 0.299 -2.356 2.757  0.216
H 0.586 -0.146 4.912  0.242
H -0.825 -0.379 3.877  0.213
H 0.001 1.198 3.930  0.205

Forces on the atoms, in the same order (eV/Å):
Ti -0.105 0.015 -0.109
N 0.096 -0.078 -0.042
C 0.008 0.068 -0.039
C 0.021 -0.056 0.012
C -0.062 0.031 0.003
N -0.001 -0.066 0.051
H -0.014 0.007 0.004
H -0.026 0.007 0.015
H -0.006 -0.015 0.014
H 0.007 -0.025 0.006
H -0.014 0.017 -0.006
H 0.002 0.014 0.004
H 0.025 -0.009 -0.006
H 0.016 -0.014 -0.003
H 0.008 0.018 0.000
H 0.002 0.028 -0.016
Br -0.019 0.009 0.000
C 0.062 -0.036 0.007
C -0.002 0.007 -0.016
C -0.013 -0.005 -0.001
N -0.013 -0.001 0.003
C 0.023 0.005 0.048
C -0.025 -0.008 -0.068
C -0.045 0.009 0.048
C 0.049 -0.011 -0.009
C -0.065 -0.022 -0.039
Br 0.018 0.010 0.013
C 0.020 -0.014 -0.010
C -0.026 -0.037 -0.014
N 0.055 0.082 0.043
H -0.006 0.012 0.011
H 0.006 0.001 0.005
H -0.011 0.010 0.001
H -0.008 -0.004 0.003
H 0.002 0.012 0.018
H 0.018 0.015 0.007
C -0.069 -0.004 -0.055
C 0.090 -0.120 0.193
C -0.041 0.058 -0.067
C 0.022 -0.004 -0.082
N -0.012 0.112 -0.023
H 0.010 0.007 0.002
H 0.025 -0.001 0.009
H 0.010 0.004 0.013
H 0.001 0.010 0.007
H -0.002 -0.020 0.013
H 0.015 -0.024 0.006
H -0.010 0.003 0.010
H -0.005 0.008 0.017
H -0.013 -0.006 0.020

---

Record 4
Computed, not measured: a molecular structure, F2NOP in a non-equilibrium geometry, with ωB97M-V/def2-TZVPD.

The value obtained for the energy relative to the best compared isomer or geometry (same formula, charge and spin) is 74.3 kcal/mol. Its HOMO energy (spin up / spin down) is -9.692 / -9.633 eV. As for the lowest unoccupied orbital energy (spin up / spin down): -1.43 / -1.38 eV. As for the net charge: 0. The energy is -670.9304 hartree.

Last column: natural (NBO) charge in e.
Cartesian coordinates (Å):
N -0.336 -0.162 0.013  0.058
O -0.311 1.043 0.105  -0.246
F 1.992 0.277 -0.143  -0.552
F -1.940 -0.702 -0.112  -0.362
P 1.163 -1.020 0.106  1.102

Forces on the atoms, in the same order (eV/Å):
N -0.345 2.606 0.728
O -1.171 -2.572 -0.641
F 0.989 0.345 0.185
F 2.814 0.227 0.269
P -2.287 -0.606 -0.540